Entry 1:
Entry from OMol25: C18H32CoN3S as an isolated structure (the ωB97M-V functional and the def2-TZVPD basis).

Properties
- ΔE to the lowest compared entry with this formula, charge and spin (kJ/mol) = 0.0
- expectation value of S² = 3.763
- spin multiplicity = 4
- net charge = +1
- LUMO energy (spin up / spin down) (eV) = -2.34 / -2.91
- E_HOMO (spin up / spin down) (eV) = -9.897 / -10.038

Cartesian coordinates (Å):
Co (-0.929, -0.125, -0.658)
C (-0.558, 2.154, -2.418)
C (0.425, 1.112, -2.963)
N (0.683, 0.007, -2.015)
C (0.873, -1.299, -2.665)
C (-0.388, -1.794, -3.379)
S (-1.946, -1.487, -2.474)
C (-2.646, -0.050, -3.374)
C (-2.877, 1.177, -2.497)
N (-1.706, 1.560, -1.689)
H (-0.903, 2.780, -3.245)
H (-0.036, 2.806, -1.717)
H (1.351, 1.621, -3.239)
H (0.030, 0.682, -3.881)
H (1.493, 0.219, -1.438)
H (1.143, -2.002, -1.876)
H (1.693, -1.276, -3.389)
H (-0.319, -2.872, -3.512)
H (-0.500, -1.367, -4.374)
H (-3.602, -0.363, -3.789)
H (-1.991, 0.173, -4.213)
H (-3.687, 0.967, -1.798)
H (-3.198, 2.002, -3.140)
H (-2.017, 2.241, -1.005)
C (2.451, 3.238, 0.552)
C (2.153, 1.928, 1.234)
C (3.018, 1.394, 2.179)
C (2.692, 0.216, 2.848)
C (3.610, -0.341, 3.902)
C (1.517, -0.459, 2.542)
C (0.633, 0.018, 1.563)
C (0.976, 1.247, 0.956)
N (-0.517, -0.600, 1.104)
C (-1.294, -1.554, 1.910)
C (-2.631, -1.751, 1.187)
C (-0.634, -2.939, 1.998)
C (-1.590, -0.984, 3.299)
H (3.381, 3.670, 0.917)
H (1.653, 3.961, 0.732)
H (2.550, 3.112, -0.530)
H (3.937, 1.914, 2.423)
H (4.488, 0.288, 4.037)
H (3.949, -1.343, 3.633)
H (3.095, -0.416, 4.861)
H (1.308, -1.374, 3.076)
H (0.241, 1.733, 0.312)
H (-2.486, -2.254, 0.228)
H (-3.126, -0.787, 1.026)
H (-3.301, -2.372, 1.781)
H (-0.410, -3.306, 0.994)
H (-1.320, -3.642, 2.473)
H (0.291, -2.947, 2.569)
H (-2.127, -0.038, 3.207)
H (-0.682, -0.799, 3.871)
H (-2.212, -1.679, 3.865)

---

Entry 2:
Entry from OMol25: C18H32F12K2O18P2 as an isolated structure (the ωB97M-V functional and the def2-TZVPD basis).

Properties
- spin multiplicity = 1
- net charge = 0
- LUMO energy (eV) = -2.18
- E_HOMO (eV) = -10.459

Cartesian coordinates (Å):
K (-7.259, 2.319, -0.223)
K (-3.859, -4.599, -3.012)
P (-1.530, 0.614, -0.366)
F (-2.992, -0.154, -0.552)
F (-1.071, -0.034, -1.806)
F (-2.121, 1.918, -1.074)
F (-0.121, 1.473, -0.126)
F (-2.011, 1.071, 1.105)
F (-0.864, -0.714, 0.350)
P (-10.179, -2.612, -3.135)
F (-10.801, -1.434, -2.268)
F (-9.436, -1.413, -3.991)
F (-8.968, -2.725, -2.058)
F (-9.438, -3.728, -4.048)
F (-10.971, -3.711, -2.239)
F (-11.403, -2.492, -4.215)
C (1.940, 6.668, -3.966)
C (1.273, 8.044, -3.675)
O (2.241, 8.717, -2.931)
C (3.341, 7.948, -2.790)
O (4.328, 8.328, -2.201)
O (3.155, 6.721, -3.226)
H (2.170, 6.454, -5.010)
H (1.364, 5.900, -3.449)
H (0.468, 7.822, -2.976)
H (0.947, 8.513, -4.604)
C (-1.904, 1.514, -7.578)
C (-1.796, 0.031, -8.123)
O (-0.432, -0.244, -8.128)
C (0.220, 0.844, -7.743)
O (1.433, 0.894, -7.759)
O (-0.583, 1.884, -7.536)
H (-2.249, 1.556, -6.545)
H (-2.432, 2.147, -8.291)
H (-2.290, -0.083, -9.088)
H (-2.349, -0.702, -7.534)
C (-7.169, -8.575, 1.872)
O (-6.250, -8.414, 2.954)
C (-5.096, -7.690, 2.645)
O (-4.808, -7.316, 1.535)
O (-4.333, -7.501, 3.809)
C (-3.067, -6.819, 3.715)
H (-7.351, -7.696, 1.253)
H (-8.119, -8.891, 2.304)
H (-6.610, -9.308, 1.290)
H (-2.793, -6.408, 4.686)
H (-3.087, -5.906, 3.119)
H (-2.189, -7.349, 3.345)
C (-1.059, 4.400, 7.913)
O (-0.094, 3.665, 8.588)
C (0.298, 3.904, 9.770)
O (-0.191, 4.717, 10.540)
O (1.531, 3.314, 9.915)
C (2.420, 3.738, 10.926)
H (-2.001, 4.443, 8.461)
H (-1.248, 4.094, 6.884)
H (-0.747, 5.444, 7.886)
H (2.589, 2.934, 11.642)
H (2.212, 4.713, 11.368)
H (3.428, 3.957, 10.574)
C (3.451, -4.342, 0.745)
O (2.463, -5.035, 0.010)
C (2.338, -5.033, -1.310)
O (1.574, -5.755, -1.903)
O (3.316, -4.195, -1.882)
C (3.311, -3.808, -3.234)
H (3.898, -3.487, 0.237)
H (4.297, -5.027, 0.786)
H (3.073, -4.126, 1.744)
H (3.302, -4.704, -3.854)
H (4.028, -3.022, -3.471)
H (2.353, -3.345, -3.473)
C (10.036, 3.359, 2.120)
O (9.233, 3.108, 0.964)
C (8.428, 2.062, 0.871)
O (8.249, 1.195, 1.698)
O (7.822, 2.207, -0.308)
C (6.701, 1.489, -0.715)
H (9.392, 3.480, 2.991)
H (10.605, 4.284, 2.026)
H (10.794, 2.578, 2.176)
H (6.260, 1.868, -1.636)
H (5.973, 1.607, 0.087)
H (7.016, 0.455, -0.855)

---

Entry 3:
Entry from OMol25: C18H32N10O5PbS2 as an isolated structure (the ωB97M-V functional and the def2-TZVPD basis).

Properties
- ΔE to the lowest compared entry with this formula, charge and spin (kJ/mol) = 61.9
- expectation value of S² = 0.772
- spin multiplicity = 2
- net charge = +1
- LUMO energy (spin up / spin down) (eV) = -1.66 / -3.80
- E_HOMO (spin up / spin down) (eV) = -9.417 / -9.499

Cartesian coordinates (Å):
Pb (0.828, 0.855, -0.204)
O (1.245, 3.298, 0.273)
N (2.293, 3.688, -0.407)
C (2.096, 4.522, -1.449)
C (3.139, 4.954, -2.231)
C (4.430, 4.519, -1.953)
C (4.624, 3.671, -0.888)
C (3.558, 3.248, -0.083)
S (3.800, 2.182, 1.227)
H (1.062, 4.787, -1.603)
H (2.929, 5.618, -3.056)
H (5.264, 4.831, -2.566)
H (5.603, 3.288, -0.638)
N (1.032, 0.768, 2.453)
C (1.668, -0.553, 2.555)
C (2.241, -0.875, 3.934)
C (3.293, -2.000, 3.901)
C (3.032, -3.105, 4.918)
N (1.728, -3.680, 4.590)
C (0.794, -4.038, 5.444)
N (-0.471, -4.061, 5.017)
N (1.093, -4.368, 6.711)
C (0.634, -1.582, 2.017)
O (0.337, -2.579, 2.721)
O (0.144, -1.319, 0.896)
H (1.690, 1.519, 2.637)
H (0.239, 0.860, 3.079)
H (2.493, -0.546, 1.833)
H (1.418, -1.131, 4.606)
H (2.697, 0.033, 4.332)
H (4.292, -1.598, 4.067)
H (3.320, -2.464, 2.910)
H (3.018, -2.706, 5.937)
H (3.812, -3.866, 4.857)
H (1.326, -3.335, 3.695)
H (-0.676, -3.619, 4.125)
H (-1.212, -4.433, 5.580)
H (2.044, -4.575, 6.959)
H (0.374, -4.652, 7.351)
N (-1.907, 0.479, -0.398)
C (-2.073, -0.042, -1.760)
C (-3.511, -0.450, -2.088)
C (-3.637, -1.419, -3.280)
C (-4.643, -0.966, -4.335)
N (-4.147, 0.295, -4.878)
C (-4.867, 1.295, -5.329)
N (-4.303, 2.507, -5.370)
N (-6.141, 1.126, -5.721)
C (-1.448, 1.003, -2.731)
O (-2.152, 1.445, -3.679)
O (-0.277, 1.341, -2.484)
H (-2.082, -0.245, 0.290)
H (-2.530, 1.260, -0.221)
H (-1.436, -0.930, -1.823)
H (-4.096, 0.458, -2.265)
H (-3.936, -0.921, -1.199)
H (-3.919, -2.414, -2.934)
H (-2.669, -1.535, -3.777)
H (-5.636, -0.824, -3.896)
H (-4.720, -1.717, -5.124)
H (-3.221, 0.607, -4.485)
H (-3.384, 2.616, -4.953)
H (-4.716, 3.265, -5.881)
H (-6.477, 0.200, -5.917)
H (-6.670, 1.897, -6.087)
S (5.747, -0.189, -1.720)
C (4.329, 0.050, -1.019)
N (3.289, 0.250, -0.482)

---

Entry 4:
Entry from OMol25: one molecule with the formula C18H32N2O6 (the ωB97M-V functional and the def2-TZVPD basis).

Properties
- ΔE to the lowest compared entry with this formula, charge and spin (kJ/mol) = 30.9
- SMILES string = CCOC(=O)CNC(=O)[C@@H]1CCCN(C(=O)[C@@H](O)[C@@H](OC)C(C)C)CC1
- spin multiplicity = 1
- net charge = 0
- LUMO energy (eV) = 0.37
- E_HOMO (eV) = -9.079

Cartesian coordinates (Å):
C (-2.317, 3.488, 9.266)
C (-1.685, 2.193, 9.707)
O (-1.094, 1.580, 8.539)
C (-0.484, 0.404, 8.749)
O (-0.414, -0.132, 9.821)
C (0.127, -0.178, 7.497)
N (-0.177, 0.575, 6.304)
C (0.227, 0.127, 5.090)
O (0.846, -0.922, 4.982)
C (-0.176, 0.986, 3.905)
C (-1.430, 0.411, 3.212)
C (-1.465, -1.092, 2.930)
C (-0.256, -1.642, 2.150)
N (0.484, -0.633, 1.404)
C (0.063, -0.077, 0.231)
O (0.565, 0.934, -0.223)
C (-1.035, -0.828, -0.538)
O (-1.682, 0.045, -1.437)
C (-0.403, -2.018, -1.284)
O (-1.405, -2.882, -1.793)
C (-1.924, -3.776, -0.840)
C (0.550, -1.637, -2.423)
C (-0.162, -1.228, -3.712)
C (1.492, -2.810, -2.695)
C (1.525, 0.071, 2.147)
C (0.991, 1.257, 2.944)
H (-2.775, 3.982, 10.123)
H (-1.572, 4.161, 8.842)
H (-3.092, 3.310, 8.521)
H (-0.900, 2.346, 10.448)
H (-2.412, 1.499, 10.128)
H (1.205, -0.244, 7.663)
H (-0.225, -1.207, 7.405)
H (-0.643, 1.460, 6.402)
H (-0.473, 1.964, 4.296)
H (-2.304, 0.648, 3.825)
H (-1.557, 0.963, 2.276)
H (-1.540, -1.645, 3.869)
H (-2.391, -1.294, 2.384)
H (0.449, -2.074, 2.856)
H (-0.571, -2.448, 1.487)
H (-1.759, -1.230, 0.174)
H (-2.574, 0.214, -1.128)
H (0.190, -2.569, -0.538)
H (-2.645, -4.412, -1.349)
H (-1.133, -4.405, -0.412)
H (-2.440, -3.263, -0.018)
H (1.140, -0.787, -2.069)
H (-0.797, -2.039, -4.069)
H (-0.777, -0.344, -3.571)
H (0.582, -1.016, -4.482)
H (0.922, -3.690, -3.001)
H (2.188, -2.566, -3.499)
H (2.077, -3.070, -1.811)
H (2.001, -0.651, 2.807)
H (2.259, 0.438, 1.432)
H (0.653, 2.013, 2.231)
H (1.822, 1.696, 3.504)

---

Entry 5:
Entry from OMol25: C18H32N4O as an isolated structure (the ωB97M-V functional and the def2-TZVPD basis).

Properties
- ΔE to the lowest compared entry with this formula, charge and spin (kJ/mol) = 1998.2
- spin multiplicity = 1
- net charge = 0
- LUMO energy (eV) = 0.76
- E_HOMO (eV) = -7.695

Cartesian coordinates (Å):
O (-4.221, -1.166, -0.635)
H (-3.559, -0.934, -0.100)
C (-3.791, -1.254, -2.072)
C (-2.609, -0.117, -2.331)
H (-3.005, 1.029, -2.444)
H (-2.083, -0.373, -3.213)
C (-1.319, -0.102, -1.109)
N (-1.768, 0.271, -0.064)
C (-0.545, 0.297, 0.783)
C (0.085, -1.003, 0.898)
N (0.523, -1.566, -0.554)
C (-0.578, -1.511, -1.426)
H (-0.335, -1.497, -2.317)
H (-1.402, -2.315, -0.929)
C (1.356, -2.510, -0.661)
C (2.777, -2.438, 0.134)
H (3.309, -3.165, -0.051)
H (2.718, -2.236, 1.185)
C (3.291, -1.194, -0.743)
N (4.646, -0.970, 0.095)
C (5.931, -1.330, -0.341)
C (6.803, -1.033, 0.750)
C (5.905, -0.164, 1.470)
N (4.698, -0.212, 1.205)
H (6.226, 0.524, 2.033)
H (7.712, -1.003, 0.718)
H (6.065, -1.870, -1.001)
H (2.677, -0.412, -0.632)
H (3.652, -1.397, -1.576)
H (0.802, -3.426, 0.033)
H (1.378, -2.900, -1.721)
H (1.047, -0.908, 1.429)
H (-0.605, -1.867, 1.290)
H (-0.834, 0.649, 1.944)
H (0.152, 1.086, 0.544)
C (-2.757, 1.246, 0.127)
H (-3.484, 1.377, -0.657)
C (-3.355, 1.320, 1.808)
C (-4.361, 2.513, 1.615)
C (-3.677, 3.730, 1.319)
C (-3.131, 3.887, 0.116)
C (-1.922, 2.553, 0.079)
H (-1.130, 2.970, 0.707)
H (-1.437, 2.837, -0.977)
H (-2.475, 4.793, -0.353)
H (-3.919, 3.802, -0.821)
H (-4.568, 4.786, 1.391)
H (-3.105, 4.312, 2.175)
H (-4.860, 2.577, 2.473)
H (-5.044, 2.218, 0.906)
H (-2.586, 1.670, 2.289)
H (-3.783, 0.494, 1.745)
H (-0.860, 0.700, -1.822)
H (-3.250, -2.199, -2.027)
H (-4.582, -1.103, -2.556)

---

Entry 6:
Entry from OMol25: C18H32NPSiV as an isolated structure (the ωB97M-V functional and the def2-TZVPD basis).

Properties
- expectation value of S² = 3.859
- spin multiplicity = 4
- net charge = 0
- LUMO energy (spin up / spin down) (eV) = 0.56 / -0.02
- E_HOMO (spin up / spin down) (eV) = -6.435 / -6.471

Cartesian coordinates (Å):
C (-2.856, 0.218, -4.256)
C (-2.582, -1.001, -3.621)
C (-1.756, -1.067, -2.479)
C (-1.180, 0.113, -2.004)
C (-1.452, 1.331, -2.636)
C (-2.312, 1.397, -3.731)
C (-1.606, -2.387, -1.759)
C (-0.235, -3.060, -1.683)
N (0.928, -2.198, -1.698)
V (0.146, 0.084, -0.191)
C (-0.816, 2.571, -2.117)
P (0.777, 2.010, -1.266)
H (-3.030, -1.941, -4.011)
H (-2.540, 2.369, -4.190)
H (-3.498, 0.244, -5.150)
H (-1.408, 3.089, -1.356)
H (-0.576, 3.295, -2.903)
H (-2.010, -2.272, -0.741)
H (-2.264, -3.094, -2.276)
H (-0.207, -3.622, -0.746)
C (1.358, 3.462, -0.368)
C (1.849, 2.033, -2.757)
H (-0.134, -3.767, -2.524)
C (1.412, -1.802, -3.001)
C (2.011, -2.665, -0.836)
H (-0.517, 1.107, 0.946)
H (1.898, -2.653, -3.510)
H (0.591, -1.437, -3.615)
H (2.140, -0.988, -2.911)
H (2.599, -3.475, -1.326)
H (2.686, -1.838, -0.579)
H (1.589, -3.047, 0.102)
H (1.952, 3.058, -3.149)
H (2.843, 1.657, -2.485)
H (1.444, 1.401, -3.559)
H (1.498, 4.337, -1.019)
H (0.655, 3.724, 0.430)
H (2.323, 3.204, 0.084)
H (0.375, 1.338, 1.044)
C (-1.535, 0.870, 5.575)
Si (-0.001, -0.016, 4.945)
C (1.494, 0.871, 5.629)
C (-0.021, -1.793, 5.511)
C (0.102, 0.059, 3.074)
C (0.072, 0.397, 1.842)
H (-1.564, 0.912, 6.671)
H (-2.458, 0.377, 5.247)
H (-1.570, 1.906, 5.214)
H (1.509, 0.902, 6.726)
H (2.411, 0.372, 5.290)
H (1.523, 1.907, 5.263)
H (-0.911, -2.313, 5.136)
H (0.865, -2.311, 5.121)
H (-0.012, -1.869, 6.605)

---

Entry 7:
Entry from OMol25: C18H32O2 as an isolated structure (the ωB97M-V functional and the def2-TZVPD basis).

Properties
- ΔE to the lowest compared entry with this formula, charge and spin (kJ/mol) = 1566.6
- spin multiplicity = 1
- net charge = 0
- LUMO energy (eV) = 0.39
- E_HOMO (eV) = -7.964

Cartesian coordinates (Å):
C (-4.455, -0.933, 2.208)
H (-5.046, -0.213, 1.712)
C (-3.751, -1.713, 0.995)
C (-3.005, -1.044, 0.000)
C (-3.865, -0.273, -1.026)
C (-3.104, 0.574, -1.856)
H (-2.271, -0.070, -2.016)
H (-3.664, 0.831, -2.935)
C (-2.632, 2.076, -1.537)
C (-1.731, 1.979, -0.197)
C (-0.505, 2.399, -0.115)
C (0.201, 2.264, 0.999)
C (1.651, 2.094, 1.115)
C (2.657, 2.534, 0.173)
H (2.249, 2.043, -0.939)
H (2.753, 3.486, 0.126)
C (3.996, 1.599, 0.535)
C (3.804, 0.186, 0.665)
C (3.784, -0.325, -0.842)
C (3.828, -1.903, -0.611)
C (2.742, -2.706, -0.026)
C (1.268, -2.466, -0.380)
C (0.694, -1.186, -0.012)
O (0.573, -0.887, 1.251)
O (0.133, -0.455, -1.313)
H (-0.215, 0.212, -0.748)
H (1.426, -2.757, -1.627)
H (0.801, -3.231, -0.227)
H (2.981, -3.796, 0.194)
H (2.796, -2.386, 1.167)
H (4.844, -2.064, -0.339)
H (3.834, -2.360, -1.879)
H (2.732, -0.157, -1.178)
H (4.411, -0.155, -1.482)
H (2.960, -0.073, 1.228)
H (4.788, 0.053, 1.096)
H (4.734, 2.023, -0.446)
H (4.313, 2.174, 1.706)
H (2.031, 2.296, 2.241)
H (-0.406, 2.164, 2.090)
H (0.181, 2.328, -0.886)
H (-2.458, 1.933, 0.969)
H (-2.090, 2.459, -2.217)
H (-3.512, 2.534, -1.251)
H (-4.728, -0.653, -1.469)
H (-4.289, 0.558, -0.280)
H (-2.435, -1.827, -0.566)
H (-2.189, -0.580, 0.620)
H (-4.687, -2.224, 0.383)
H (-3.411, -2.501, 1.533)
H (-5.019, -1.500, 2.791)
H (-3.692, -0.361, 2.602)

---

Entry 8:
Entry from OMol25: C18H33AuNO3P2 as an isolated structure (the ωB97M-V functional and the def2-TZVPD basis).

Properties
- spin multiplicity = 1
- net charge = +1
- LUMO energy (spin up / spin down) (eV) = -3.82 / -3.82
- E_HOMO (spin up / spin down) (eV) = -9.577 / -9.572

Cartesian coordinates (Å):
C (-0.796, -3.130, -3.049)
C (-2.059, -3.806, -2.646)
H (0.004, -3.867, -3.224)
H (-0.934, -2.606, -4.010)
C (-2.836, -3.368, -1.604)
C (-2.481, -2.134, -0.835)
H (-2.026, -2.430, 0.134)
H (-3.384, -1.564, -0.566)
C (-2.451, -4.987, -3.451)
H (-1.776, -5.058, -4.313)
H (-3.476, -4.916, -3.838)
H (-2.374, -5.930, -2.892)
C (-4.062, -4.089, -1.173)
H (-3.892, -5.163, -1.008)
H (-4.887, -3.997, -1.897)
H (-4.414, -3.662, -0.224)
Au (1.153, 0.415, 1.536)
O (0.099, -0.441, -0.120)
C (-0.995, -0.155, -0.657)
O (-0.512, 2.240, 1.192)
C (-1.420, 2.117, 0.367)
O (-2.312, 3.086, 0.198)
N (-1.704, 1.017, -0.468)
C (-3.236, 2.711, -0.875)
C (-2.987, 1.264, -1.151)
H (-2.999, 3.322, -1.760)
H (-4.252, 2.922, -0.513)
H (-2.917, 1.045, -2.216)
H (-3.772, 0.635, -0.713)
C (-1.505, -1.223, -1.587)
C (-0.333, -2.092, -2.030)
H (-2.017, -0.781, -2.462)
H (0.125, -2.619, -1.179)
H (0.456, -1.469, -2.463)
C (1.667, 0.133, 4.247)
P (1.761, 2.046, 3.473)
C (2.730, 2.590, 4.930)
C (2.185, 3.489, 2.357)
C (3.243, 3.247, 1.288)
P (2.834, 1.928, 0.074)
C (3.755, 2.640, -1.350)
C (3.927, 0.567, 0.706)
H (1.246, 0.272, 5.248)
H (2.654, -0.329, 4.294)
H (0.983, -0.448, 3.602)
H (3.803, 2.393, 4.875)
H (2.591, 3.664, 5.132)
H (2.353, 2.072, 5.823)
H (1.190, 3.644, 1.887)
H (2.437, 4.374, 2.976)
H (3.346, 4.166, 0.690)
H (4.215, 2.988, 1.725)
H (4.771, 2.928, -1.059)
H (3.800, 1.958, -2.201)
H (3.229, 3.539, -1.687)
H (4.992, 0.812, 0.660)
H (3.573, 0.343, 1.731)
H (3.684, -0.302, 0.077)

---

E_tot, record by record: -72113.1488, -139886.1310, -71238.8545, -34451.3963, -27172.4062, -63522.0441, -23264.4073, -49094.8439 eV